# C27H20AgN5

A structure of composition C27H20AgN5 (the ωB97M-V functional and the def2-TZVPD basis, OMol25).

Last column: Löwdin charge in e.
Geometry (Å):
Ag: -0.85068 0.56062 -0.64462  0.6824
C: -3.86730 -0.17428 2.90271  -0.0519
C: -4.00470 -1.55190 2.91894  -0.0595
C: -3.20532 -2.31895 2.08825  -0.0191
C: -2.27790 -1.67923 1.27346  -0.2211
N: -2.16559 -0.35594 1.24675  0.0628
C: -2.94086 0.37945 2.03359  -0.1150
C: -1.33289 -2.44478 0.39908  -0.2072
C: -0.97756 -3.75002 0.71967  -0.0107
C: -0.06674 -4.41009 -0.08196  -0.0432
C: 0.46173 -3.75024 -1.17455  -0.0102
C: 0.06131 -2.44382 -1.43555  -0.2029
N: -0.82122 -1.81113 -0.65813  0.1008
C: 0.65703 -1.67895 -2.58071  -0.2182
C: 1.29572 -2.31700 -3.63926  -0.0193
C: 1.90035 -1.54487 -4.61709  -0.0604
C: 1.83997 -0.16494 -4.52180  -0.0523
C: 1.14656 0.38389 -3.45479  -0.1159
N: 0.57511 -0.35521 -2.51411  0.0696
H: -4.47089 0.46068 3.53639  0.1058
H: -4.73079 -2.02652 3.56637  0.1089
H: -3.32167 -3.39387 2.06174  0.1065
H: -2.81171 1.45323 1.94750  0.1123
H: -1.37846 -4.22766 1.60239  0.1086
H: 0.24553 -5.41874 0.15414  0.1126
H: 1.20157 -4.23453 -1.79529  0.1061
H: 1.30936 -3.39529 -3.71865  0.1040
H: 2.40988 -2.01946 -5.44575  0.1087
H: 2.30492 0.47301 -5.26074  0.1054
H: 1.02890 1.45698 -3.34331  0.1127
C: 3.64936 -0.53332 3.10349  -0.0987
C: 3.68182 0.85771 3.06717  -0.0882
C: 2.81680 1.55998 2.24518  -0.0323
C: 1.90721 0.87126 1.44461  -0.2453
C: 1.88900 -0.51480 1.46498  -0.0360
C: 2.74906 -1.21664 2.29948  -0.0893
N: 0.99445 1.51444 0.54143  -0.0060
N: 0.77918 2.70247 0.79478  0.0569
C: -0.14607 3.37768 -0.05648  -0.3298
C: -0.04421 4.76926 0.01744  -0.0658
C: -0.87433 5.56085 -0.75327  -0.1173
C: -1.81352 4.94324 -1.57291  -0.1173
C: -1.90953 3.55596 -1.61367  -0.1720
C: -1.09540 2.71006 -0.85378  -0.1894
H: 4.32719 -1.07749 3.74923  0.0980
H: 4.39103 1.39672 3.68333  0.1005
H: 2.82827 2.64010 2.20634  0.1008
H: 1.18513 -1.03798 0.82268  0.0822
H: 2.71875 -2.29924 2.31527  0.0978
H: 0.70180 5.20783 0.67237  0.0976
H: -0.79896 6.64007 -0.71091  0.0915
H: -2.48596 5.55026 -2.17035  0.0914
H: -2.66474 3.12113 -2.26109  0.0704

Force components x, y, z for each atom (eV/Å):
-0.5 0.4 -0.5
0.0 0.0 0.0
0.0 0.0 0.0
-0.1 -0.1 0.0
0.0 -0.1 0.0
0.1 -0.1 0.1
0.0 0.1 -0.1
-0.1 0.0 0.1
0.0 0.0 0.1
0.0 0.0 0.0
0.1 0.0 -0.1
0.0 0.0 -0.1
0.0 -0.2 0.0
0.0 -0.1 0.1
0.0 -0.1 -0.1
0.0 0.0 0.0
0.0 0.0 0.0
-0.1 0.1 0.0
0.1 -0.1 0.1
0.0 0.0 0.0
0.0 0.0 0.0
0.0 0.0 0.0
0.0 0.0 0.0
0.0 0.0 0.0
0.0 0.0 0.0
0.0 0.0 0.0
0.0 0.0 0.0
0.0 0.0 0.0
0.0 0.0 0.0
0.0 0.0 0.0
0.0 0.1 0.0
0.0 0.0 0.0
-0.1 0.1 -0.1
0.1 0.1 0.0
-0.1 -0.2 -0.1
0.0 0.0 0.0
0.3 -0.3 0.4
0.1 0.5 0.0
-0.2 0.2 -0.1
0.1 0.0 0.1
0.0 0.0 0.0
0.0 0.0 0.0
-0.1 0.0 0.0
0.3 -0.2 0.2
0.0 0.0 0.0
0.0 0.0 0.0
0.0 0.0 0.0
0.1 0.1 0.1
0.0 0.0 0.0
0.0 0.0 0.0
0.0 0.0 0.0
0.0 0.0 0.0
0.0 0.0 0.0

Kohn-Sham gap ... 6.3 eV
Net charge ... 0